Density functional theory data (wB97M-V/def2-TZVPD) for C32H27N3P2S4Tc as an isolated structure.

## Properties
Total energy in a.u.: -3756.17351
HOMO energy (alpha / beta) in Eh: -0.27929 / -0.29408
Multiplicity: 4
Total charge: 0
Expectation value of S²: 3.809
Lowest unoccupied orbital energy (alpha / beta) in eV: -1.25 / -1.98
Frontier orbital gap (alpha / beta) in eV: 6.351 / 6.022

Element x y z (Å)
1 Tc -1.517102 0.550445 -1.621231
2 C -1.847736 4.990413 -0.024951
3 C -2.073152 3.688014 -0.761284
4 S -0.955913 2.418810 -0.412121
5 C -3.059332 3.474667 -1.649307
6 C -4.117106 4.493005 -1.987240
7 S -3.186705 1.943226 -2.440982
8 H -1.013722 4.899841 0.669805
9 H -2.729372 5.280847 0.549700
10 H -1.618955 5.802231 -0.717316
11 H -3.892876 5.462952 -1.546278
12 H -5.092229 4.168024 -1.619634
13 H -4.205095 4.618515 -3.067156
14 N 0.420862 -1.806869 0.251730
15 P -0.785463 -1.901925 1.535717
16 C 0.233659 -2.654053 2.875748
17 C 1.500216 -3.197641 2.699346
18 C 2.193186 -3.749717 3.774632
19 C 1.621351 -3.765276 5.035994
20 C 0.341782 -3.249518 5.218665
21 C -0.348331 -2.709509 4.145569
22 C -0.843473 -0.151415 2.055535
23 C -2.102107 0.438476 2.144022
24 C -2.238255 1.760440 2.554634
25 C -1.111015 2.498017 2.884481
26 C 0.150344 1.909351 2.830862
27 C 0.282254 0.590773 2.427464
28 P 0.578799 -0.554897 -0.880082
29 C 1.958246 0.477838 -0.228636
30 C 2.814595 -0.011652 0.752307
31 C 3.902268 0.737266 1.178095
32 C 4.163553 1.975833 0.606754
33 C 3.338635 2.454506 -0.400437
34 C 2.241624 1.710206 -0.814721
35 C 1.495299 -1.357799 -2.242050
36 C 2.190536 -2.552750 -2.091367
37 C 2.989318 -3.031610 -3.123590
38 C 3.116462 -2.312909 -4.301743
39 C 2.431752 -1.113122 -4.455011
40 C 1.625657 -0.642474 -3.432477
41 H 0.363811 -2.687389 -0.250611
42 H 1.949838 -3.201077 1.715579
43 H 3.180945 -4.168652 3.621067
44 H 2.162354 -4.187485 5.873551
45 H -0.117633 -3.272176 6.199301
46 H -1.349471 -2.316453 4.296859
47 H -2.984969 -0.143214 1.901615
48 H -3.221753 2.211556 2.604342
49 H -1.212851 3.532446 3.190349
50 H 1.029092 2.476378 3.111620
51 H 1.264398 0.129375 2.414989
52 H 2.624178 -0.979600 1.188566
53 H 4.549317 0.348980 1.954744
54 H 5.008745 2.563388 0.942695
55 H 3.546716 3.409425 -0.867093
56 H 1.608148 2.099872 -1.600383
57 H 2.134916 -3.124269 -1.173128
58 H 3.519736 -3.967191 -2.997654
59 H 3.746571 -2.685158 -5.099996
60 H 2.522550 -0.546417 -5.372863
61 H 1.089361 0.291544 -3.569056
62 S -3.073894 -1.037290 -0.852412
63 C -3.544355 -1.901967 -2.265861
64 C -4.649986 -2.821683 -2.113601
65 N -5.533402 -3.542106 -1.968908
66 C -2.914263 -1.753563 -3.450912
67 S -1.565722 -0.703347 -3.645679
68 C -3.328119 -2.507674 -4.615126
69 N -3.656715 -3.096815 -5.545436

Force components x, y, z for each atom (eV/Å):
-0.8 0.3 -0.2
-0.1 -0.1 0.0
0.1 0.2 0.2
0.3 -0.3 -0.3
-0.2 0.0 -0.1
0.0 -0.1 -0.1
0.1 0.0 -0.1
0.0 0.0 0.0
0.0 0.0 0.0
0.0 0.0 0.0
0.0 0.0 0.0
0.0 0.0 0.0
0.0 0.0 0.0
-0.2 -0.2 -0.1
0.0 -0.1 0.1
0.1 0.3 0.1
0.0 0.0 0.0
-0.1 0.0 -0.1
-0.1 0.0 0.0
0.0 0.0 -0.1
0.0 0.0 0.0
0.0 0.0 0.2
-0.1 0.1 0.1
0.1 -0.1 0.1
0.0 -0.1 0.1
-0.1 -0.1 0.0
0.0 0.0 0.2
0.7 0.1 0.2
0.0 0.0 -0.2
0.2 0.1 -0.2
0.0 0.0 0.0
-0.1 0.0 0.0
0.0 0.0 0.0
0.0 -0.1 0.0
0.1 0.1 0.0
0.0 0.0 -0.1
0.0 0.0 0.0
0.0 0.0 0.0
0.0 0.0 0.0
0.0 0.0 0.0
0.1 0.0 -0.1
0.1 0.1 0.0
0.0 0.0 0.0
0.0 0.0 0.0
0.0 0.0 0.0
0.0 0.0 0.0
0.0 0.0 -0.1
0.0 0.0 0.0
0.0 0.0 0.0
0.0 0.0 0.0
-0.3 0.1 0.1
0.0 -0.1 0.1
0.0 0.0 0.0
0.0 0.0 0.0
0.0 0.0 0.0
-0.1 0.0 0.0
0.0 0.0 0.0
0.0 0.0 0.0
0.0 0.0 0.0
0.0 0.0 0.0
0.0 0.0 0.0
0.1 0.1 0.2
-0.5 -0.4 0.2
0.3 0.3 0.0
0.0 0.0 0.0
-0.1 -0.3 -0.6
0.1 0.2 -0.1
0.1 0.2 0.4
0.0 0.0 0.0

Charges obtained by Mulliken population analysis, quoted in units of e:
1. Tc -0.185
2. C -1.871
3. C 0.304
4. S -0.053
5. C 1.142
6. C -1.469
7. S -0.284
8. H 0.389
9. H 0.392
10. H 0.421
11. H 0.384
12. H 0.301
13. H 0.355
14. N -0.225
15. P 0.119
16. C 0.533
17. C 0.150
18. C -0.672
19. C -0.458
20. C -0.593
21. C -0.701
22. C -0.066
23. C -0.424
24. C -0.694
25. C -0.530
26. C -0.620
27. C -0.152
28. P 1.212
29. C 1.059
30. C -0.989
31. C -0.400
32. C -0.649
33. C -0.702
34. C -0.758
35. C 1.154
36. C -0.313
37. C -0.779
38. C -0.543
39. C -0.847
40. C -0.746
41. H 0.382
42. H 0.139
43. H 0.406
44. H 0.366
45. H 0.388
46. H 0.375
47. H 0.430
48. H 0.426
49. H 0.471
50. H 0.423
51. H 0.664
52. H 0.539
53. H 0.440
54. H 0.400
55. H 0.442
56. H 0.262
57. H 0.179
58. H 0.437
59. H 0.387
60. H 0.417
61. H 0.325
62. S -0.156
63. C 0.668
64. C -0.233
65. N -0.451
66. C 0.567
67. S -0.246
68. C -0.194
69. N -0.446


Density functional theory data (wB97M-V/def2-TZVPD) for C32H27N5Ti as an isolated structure in a non-equilibrium geometry.

## Properties
Total energy in a.u.: -2358.74574
HOMO energy (alpha / beta) in Eh: -0.08320 / -0.08895
Multiplicity: 2
Total charge: -1
Expectation value of S²: 0.765
Lowest unoccupied orbital energy (alpha / beta) in eV: 2.20 / 2.19
Frontier orbital gap (alpha / beta) in eV: 4.469 / 4.611

Element x y z (Å)
1 Ti 8.506888 13.529528 12.131928
2 C 11.310004 11.984125 13.583158
3 N 11.070529 13.048643 12.622605
4 C 11.710727 14.273065 13.029150
5 C 10.790182 15.267015 13.525643
6 N 9.458879 15.205355 13.406346
7 C 9.053474 16.417356 13.919993
8 C 7.744797 16.959515 13.986994
9 C 7.677763 18.246283 14.506133
10 C 8.798774 18.960754 15.019167
11 C 10.080864 18.430526 14.899490
12 C 10.160017 17.291644 14.212471
13 N 11.248161 16.453088 13.951486
14 C 9.941143 11.394189 13.903338
15 N 8.786894 12.006058 13.747211
16 C 7.769485 11.144255 14.202228
17 C 6.378248 11.394724 14.367814
18 C 5.669685 10.377971 14.921487
19 C 6.214964 9.132972 15.198251
20 C 7.568255 8.918898 15.115985
21 C 8.363666 9.959993 14.633993
22 N 9.735081 10.149773 14.394677
23 H 11.876318 11.229011 13.123048
24 H 11.739616 12.325781 14.455725
25 H 11.322412 12.740039 11.679965
26 H 12.371863 13.944183 13.765722
27 H 12.411756 14.637536 12.260785
28 H 6.901157 16.338849 13.564617
29 H 6.758804 18.780453 14.439262
30 H 8.615081 19.874564 15.533124
31 H 10.979571 18.964269 15.118551
32 H 12.176501 16.769545 14.096394
33 H 5.875065 12.274171 14.022853
34 H 4.609053 10.475408 15.123693
35 H 5.563304 8.312949 15.564053
36 H 7.950314 7.954154 15.465676
37 H 10.458849 9.413975 14.517736
38 C 6.715213 14.009714 12.267252
39 H 6.768271 13.910142 11.188466
40 H 5.715143 14.303575 12.424013
41 C 9.259755 12.994175 10.225445
42 C 9.509239 11.777737 10.411209
43 C 9.695214 10.390759 10.604758
44 C 8.545808 9.529150 10.435516
45 C 7.277508 10.182900 10.204383
46 C 6.162287 9.438126 9.866503
47 C 6.191838 8.015049 9.927861
48 C 7.382195 7.380346 10.224165
49 C 8.525325 8.123019 10.439530
50 C 10.957005 9.892785 11.097063
51 C 12.119803 10.723881 10.787932
52 C 13.348220 10.547474 11.407803
53 C 13.554101 9.446821 12.312454
54 C 12.484671 8.554154 12.438139
55 C 11.221199 8.758508 11.844111
56 H 7.333219 11.258573 10.169043
57 H 5.235067 9.921050 9.502178
58 H 5.385263 7.423562 9.625947
59 H 7.485654 6.295503 10.057455
60 H 9.496043 7.543262 10.408808
61 H 11.983732 11.523036 10.111931
62 H 14.225381 11.175079 11.106124
63 H 14.426784 9.290154 12.742695
64 H 12.505665 7.652031 13.157876
65 H 10.373272 8.109027 12.135983

Force components x, y, z for each atom (eV/Å):
0.7 0.2 0.8
-3.6 -0.7 -1.8
-0.1 0.2 -0.1
0.9 -1.2 -1.7
-1.5 0.5 -1.0
2.0 0.1 0.6
-1.3 2.0 -0.5
0.6 -0.8 -0.4
0.7 0.1 0.1
-0.4 -1.3 -0.4
-0.9 2.4 0.1
-0.5 -5.0 -0.6
-0.8 1.4 0.6
-0.9 -0.4 0.1
-0.2 0.4 -0.2
0.1 1.1 0.0
1.4 -0.3 -0.3
-1.3 -0.5 0.0
0.0 -0.9 0.9
0.6 -0.9 0.2
0.2 0.4 -0.5
0.6 -1.8 1.1
1.0 -1.1 -0.2
1.0 0.7 1.9
-0.3 0.3 0.4
1.4 0.3 1.8
-0.6 0.4 -0.1
0.9 0.9 0.6
-0.7 0.2 0.3
0.0 0.7 0.1
0.3 0.4 0.6
0.8 -0.3 -0.1
0.3 0.6 -0.1
0.0 0.3 -0.2
0.5 0.7 -0.2
0.2 0.4 -0.4
-0.9 1.1 -0.3
0.5 0.1 0.5
0.3 -0.2 -1.3
-1.3 0.4 0.7
0.5 -1.0 0.0
-0.2 1.2 -0.6
0.5 -1.3 0.6
-1.5 0.6 0.3
0.7 -1.2 -0.4
-0.5 -0.6 0.1
1.0 1.5 0.1
0.0 -0.2 -0.7
2.1 -0.7 -0.3
0.4 2.3 -1.6
0.5 -1.3 1.4
0.4 -0.8 -0.2
-4.5 1.0 -2.9
-0.8 -1.0 1.3
0.2 -1.0 1.2
-0.5 0.1 -0.1
0.6 -0.2 0.5
-1.4 -0.6 -0.3
-0.2 0.5 0.4
-1.2 0.9 0.3
-0.2 0.7 -0.8
-0.9 -0.4 0.4
3.9 -0.7 2.0
0.4 1.4 -1.2
0.8 0.3 -0.3

Charges obtained by Mulliken population analysis, quoted in units of e:
1. Ti 0.233
2. C -0.502
3. N 0.395
4. C -1.613
5. C 0.439
6. N 0.108
7. C 0.174
8. C -0.444
9. C -0.427
10. C -0.440
11. C -0.789
12. C 0.264
13. N -0.129
14. C 0.215
15. N 0.007
16. C 0.638
17. C -0.743
18. C -0.557
19. C -0.473
20. C -0.961
21. C 0.490
22. N 0.023
23. H -0.760
24. H 0.997
25. H 0.001
26. H 0.698
27. H 0.431
28. H 0.356
29. H 0.406
30. H 0.407
31. H 0.329
32. H 0.197
33. H 0.395
34. H 0.366
35. H 0.335
36. H 0.344
37. H 0.369
38. C -1.371
39. H 0.093
40. H 0.772
41. C -1.768
42. C 0.435
43. C 0.427
44. C 0.870
45. C -0.639
46. C -0.754
47. C -0.481
48. C -0.890
49. C 0.016
50. C 1.200
51. C -1.365
52. C -0.183
53. C -1.215
54. C -0.595
55. C -0.690
56. H 0.430
57. H 0.319
58. H 0.463
59. H 0.295
60. H 0.360
61. H 0.749
62. H 0.321
63. H 0.687
64. H 0.242
65. H 0.496